[1]
Molecular formula: C17H46BNO10P3
Method: DFT, ωB97M-V/def2-TZVPD

Geometry (Å):
C: -3.7815 -3.1177 -6.2548
C: -4.4091 -3.3203 -4.8872
O: -4.0876 -2.1825 -4.0364
B: -3.3058 -2.3668 -2.9597
O: -3.8107 -2.7259 -1.7616
N: -1.7755 -2.1410 -3.0642
C: -1.0879 -3.4285 -3.4457
P: -1.2576 -0.7883 -4.2352
C: -2.5801 0.4692 -4.2871
C: 0.0489 -0.0522 -3.2009
H: -4.2123 -3.7962 -6.9863
H: -2.6986 -3.2498 -6.2035
H: -3.9357 -2.0779 -6.5412
H: -5.4903 -3.2996 -5.0069
H: -4.1173 -4.2637 -4.4233
H: -3.1482 -2.9494 -1.0973
H: -1.4142 -1.9094 -2.1343
H: -1.4649 -3.7822 -4.3991
H: -0.0152 -3.2577 -3.4915
H: -1.2654 -4.1481 -2.6472
H: -2.0681 1.4262 -4.4023
H: -3.2671 0.4984 -3.4425
H: -3.1357 0.3028 -5.2065
H: 0.1708 0.9857 -3.5044
H: -0.2864 -0.0660 -2.1587
H: 0.9681 -0.6222 -3.2986
O: 1.1831 -3.4196 -0.1803
P: 0.9579 -2.8473 1.1596
O: -0.4715 -2.0762 1.0869
C: -1.6591 -2.8044 0.8037
C: -2.2457 -3.4793 2.0278
O: 1.9168 -1.5677 1.3055
C: 3.0987 -1.4022 0.5061
C: 2.7789 -0.4367 -0.6049
O: 0.8758 -3.2230 2.6885
C: 1.8302 -4.1479 3.2937
C: 3.0646 -3.4204 3.7782
H: -1.4622 -3.5438 0.0127
H: -2.3742 -2.0691 0.4151
H: -1.5935 -4.2749 2.3863
H: -3.2187 -3.9145 1.7959
H: -2.3618 -2.7588 2.8360
H: 3.4530 -2.3540 0.1094
H: 3.8802 -1.0116 1.1582
H: 1.9341 -0.8389 -1.1661
H: 3.6203 -0.2787 -1.2802
H: 2.4742 0.5301 -0.2007
H: 2.0858 -4.9382 2.5857
H: 1.3053 -4.6115 4.1254
H: 3.7082 -3.1285 2.9478
H: 3.6421 -4.0686 4.4366
H: 2.7878 -2.5152 4.3170
O: 2.4163 3.6720 1.4101
P: 1.6673 4.4626 2.3917
O: 2.3357 4.5480 3.8191
C: 3.6566 5.1046 3.9659
C: 3.6334 6.6178 4.0310
O: 0.3573 3.6177 2.8127
C: -0.0533 2.4785 2.0632
C: 0.3298 1.2009 2.7757
O: 0.9959 5.8823 2.2468
C: 0.4679 6.3095 0.9698
C: -0.9674 5.8620 0.7898
H: 4.2954 4.7546 3.1518
H: 4.0497 4.6932 4.8936
H: 3.3222 7.0506 3.0798
H: 4.6261 6.9989 4.2706
H: 2.9295 6.9561 4.7910
H: 0.3699 2.5023 1.0569
H: -1.1405 2.5401 1.9636
H: 1.4051 1.1536 2.9505
H: 0.0353 0.3276 2.1915
H: -0.1571 1.1527 3.7510
H: 1.1017 5.9410 0.1608
H: 0.5315 7.3957 0.9677
H: -1.0268 4.7928 0.5826
H: -1.4205 6.3927 -0.0479
H: -1.5439 6.0567 1.6932

Forces on atoms 1 to 2 (eV/Å):
0.421 0.246 0.606
-0.571 0.382 -0.718

Properties
- 2S+1: 1
- HOMO energy: -0.4396 Eh
- Net charge: +1
- E_tot: -2531.46662 a.u.
- ΔE to the lowest compared entry with this formula, charge and spin: 0.0 kcal/mol

Here is what Löwdin gives for the atomic charges, in e: -0.0536, -0.1798, 0.0774, -0.7622, 0.2534, -0.1515, -0.0171, 0.9923, -0.2533, -0.2629, 0.0899, 0.0622, 0.0847, 0.1298, 0.1286, 0.0694, 0.1244, 0.0851, 0.1013, 0.1075, 0.0525, 0.0598, 0.0381, 0.0558, 0.0491, 0.0390, -0.2304, 0.4469, -0.1995, -0.3081, -0.0512, -0.1986, -0.2663, -0.0618, -0.1740, -0.2250, -0.0622, 0.1020, 0.1130, 0.0762, 0.0850, 0.0936, 0.1111, 0.1221, 0.0432, 0.0875, 0.0829, 0.1198, 0.1212, 0.0707, 0.0866, 0.0913, -0.2260, 0.3918, -0.1672, -0.2547, -0.0747, -0.1860, -0.3013, -0.0636, -0.1727, -0.2421, -0.0670, 0.1135, 0.1189, 0.0686, 0.0808, 0.0848, 0.0979, 0.1141, 0.0824, 0.0561, 0.0823, 0.1157, 0.1195, 0.0627, 0.0806, 0.0895

***

[2]
Molecular formula: C17H46N2O12P3
Method: DFT, ωB97M-V/def2-TZVPD

Geometry (Å):
C: -3.8868 0.3360 -1.8389
C: -3.0971 1.0502 -2.9388
C: -1.6289 0.6025 -2.9942
N: -1.2684 -0.2871 -4.1012
C: -1.4442 0.2580 -5.4253
C: -2.5520 -0.4333 -6.2324
C: -2.8095 0.2984 -7.5561
N: -1.7217 1.2882 -7.8715
C: -0.3133 0.8055 -7.6226
C: -0.1584 0.1174 -6.2593
H: -3.4968 0.5680 -0.8509
H: -3.8807 -0.7405 -2.0204
H: -4.9359 0.6278 -1.8943
H: -3.1119 2.1142 -2.7270
H: -3.6190 0.8874 -3.8837
H: -0.9993 1.4884 -3.1076
H: -1.3264 0.1355 -2.0586
H: -1.7158 -1.1907 -4.0123
H: -1.6838 1.3281 -5.3495
H: -3.4623 -0.5605 -5.6541
H: -2.1707 -1.4251 -6.4851
H: -2.9522 -0.3907 -8.3833
H: -3.7378 0.8638 -7.4844
H: -1.7940 1.5006 -8.8671
H: -1.8972 2.1680 -7.3908
H: 0.3118 1.6978 -7.6385
H: 0.0209 0.2123 -8.4687
H: 0.6897 0.5019 -5.7026
H: -0.0379 -0.9542 -6.4143
C: 1.2201 -1.1329 -1.6960
O: 0.8711 -1.0355 -0.3044
P: 2.0886 -0.6873 0.6988
O: 3.2469 -0.6556 -0.2251
O: 2.0081 -1.9865 1.6294
C: 0.9576 -2.9528 1.6520
O: 2.7083 0.2362 1.8530
C: 2.1182 0.2833 3.1775
H: 0.3042 -1.2842 -2.2630
H: 1.7084 -0.2302 -2.0527
H: 1.8762 -1.9881 -1.8313
H: 1.1103 -3.6894 0.8625
H: -0.0233 -2.4952 1.5457
H: 1.0139 -3.4466 2.6196
H: 2.3739 -0.6217 3.7248
H: 1.0360 0.3948 3.1316
H: 2.5393 1.1440 3.6911
C: 2.7842 -5.1967 6.0066
O: 2.2219 -4.5175 7.1468
P: 1.6411 -3.0574 6.9515
O: 1.8699 -2.5537 5.5964
O: 2.5824 -2.3384 8.0581
C: 3.5585 -2.9649 8.8836
O: 0.2954 -2.4452 7.4998
C: -0.0292 -2.4411 8.9009
H: 3.0285 -6.2006 6.3436
H: 2.0760 -5.2540 5.1851
H: 3.6856 -4.6810 5.6860
H: 4.5011 -3.0676 8.3442
H: 3.2318 -3.9384 9.2410
H: 3.7150 -2.3085 9.7374
H: 0.5446 -1.6663 9.4026
H: 0.1636 -3.4073 9.3655
H: -1.0887 -2.2144 8.9773
C: -2.7153 3.3692 0.3763
O: -1.3115 3.2670 0.0614
P: -0.3291 3.9879 1.0751
O: -1.0853 4.6930 2.1032
O: 0.4187 4.9772 0.0386
C: 0.1888 5.0695 -1.3569
O: 0.9500 3.3664 1.7287
C: 2.1193 2.9104 1.0036
H: -3.2378 2.7545 -0.3447
H: -2.9267 3.0083 1.3789
H: -3.0351 4.4038 0.2817
H: -0.6648 5.7198 -1.5593
H: 0.0239 4.0936 -1.8119
H: 1.0790 5.5174 -1.7949
H: 2.7058 3.7720 0.6922
H: 1.8528 2.3031 0.1374
H: 2.7075 2.3196 1.6841

Forces on atoms 1 to 2 (eV/Å):
-0.285 -0.055 -0.661
-0.046 -0.216 0.738

Properties
- 2S+1: 1
- HOMO energy: -0.4128 Eh
- Net charge: +1
- E_tot: -2711.68412 a.u.

Here is what Löwdin gives for the atomic charges, in e: -0.1010, -0.2363, -0.2098, -0.0242, -0.3783, -0.1132, -0.0898, 0.0551, -0.0864, -0.1024, 0.0653, 0.0766, 0.0766, 0.0947, 0.0903, 0.1136, 0.1043, 0.1238, 0.1461, 0.1193, 0.1257, 0.1365, 0.1360, 0.1821, 0.1791, 0.1344, 0.1364, 0.1274, 0.1238, -0.1088, -0.2531, 0.4557, -0.2608, -0.2156, -0.0818, -0.2547, -0.0634, 0.0549, 0.0856, 0.0955, 0.0893, 0.0836, 0.0833, 0.0754, 0.0942, 0.0932, -0.0731, -0.2383, 0.3847, -0.2302, -0.2410, -0.0985, -0.2022, -0.0747, 0.0907, 0.0818, 0.0945, 0.0896, 0.0819, 0.0889, 0.0903, 0.0914, 0.0898, -0.0770, -0.2412, 0.3598, -0.2177, -0.2214, -0.1073, -0.1885, -0.0524, 0.0568, 0.0935, 0.0974, 0.0898, 0.0683, 0.0889, 0.0983, 0.0858, 0.0628

***

[3]
Molecular formula: C17H47BFNbO9P3S
Method: DFT, ωB97M-V/def2-TZVPD

Geometry (Å):
C: -1.2276 -0.4903 -0.4793
C: -1.8566 0.6749 0.5134
B: -2.5904 1.8556 -0.4257
O: -2.1687 3.2522 -0.1147
Nb: -4.0898 1.2807 -2.0824
C: -5.6332 2.8174 -1.4174
C: -6.9079 2.1729 -0.5550
C: -7.8431 1.1520 -1.4437
F: -8.3602 0.0636 -0.5341
P: -2.8717 2.9822 -3.6248
S: -3.9542 3.0888 -5.2745
H: -0.9849 -0.0832 -1.5688
H: -2.0526 -1.3496 -0.5419
H: -0.2223 -0.9459 -0.0557
H: -0.9667 1.1334 1.1522
H: -2.5980 0.1562 1.2568
H: -2.9225 3.7476 0.3234
H: -5.2101 0.8072 -3.4214
H: -2.8809 0.0167 -2.6687
H: -4.8247 0.0004 -0.9847
H: -6.1509 3.3863 -2.3302
H: -5.1231 3.5952 -0.7072
H: -6.4672 1.5974 0.3654
H: -7.5663 3.0822 -0.1599
H: -8.8209 1.6893 -1.8610
H: -7.3016 0.7034 -2.3833
H: -2.7146 4.2780 -3.0083
H: -1.6020 2.3693 -4.0033
O: 1.0115 -3.5735 0.4257
P: 0.6521 -5.0444 0.7489
O: 2.1881 -5.5868 0.4721
C: 3.1897 -5.2704 1.4231
C: 2.9360 -5.9492 2.7548
O: 0.0031 -5.3006 -0.7627
C: -0.8183 -4.2886 -1.3323
C: -0.0399 -3.5273 -2.3925
O: 0.2505 -6.6879 1.1101
C: 0.3032 -7.7612 0.1730
C: 1.6983 -8.3111 -0.0733
H: 3.2609 -4.1851 1.5467
H: 4.1436 -5.6182 1.0143
H: 2.0198 -5.5698 3.2181
H: 3.7681 -5.7761 3.4420
H: 2.8061 -7.0285 2.6274
H: -1.2019 -3.6131 -0.5613
H: -1.6864 -4.7743 -1.7906
H: 0.9546 -3.2320 -2.0453
H: -0.5819 -2.6326 -2.7107
H: 0.1189 -4.1668 -3.2689
H: -0.1928 -7.5179 -0.7697
H: -0.2934 -8.5653 0.6178
H: 2.2771 -7.6500 -0.7206
H: 1.6422 -9.2804 -0.5803
H: 2.2469 -8.4394 0.8627
O: 5.4660 3.9836 1.4355
P: 4.1400 3.9200 0.6388
O: 3.4308 5.1191 1.5272
C: 3.8764 6.4496 1.3294
C: 3.5407 6.9550 -0.0601
O: 3.5975 2.5989 1.4945
C: 4.5141 1.5497 1.7817
C: 4.9509 1.6287 3.2352
O: 2.6583 3.8489 -0.2515
C: 1.3990 3.4669 0.2973
C: 0.7005 4.5617 1.0866
H: 4.9524 6.5174 1.5188
H: 3.3715 7.0727 2.0741
H: 4.0858 6.3906 -0.8230
H: 3.8003 8.0119 -0.1605
H: 2.4741 6.8347 -0.2749
H: 5.3752 1.5839 1.1071
H: 4.0059 0.5964 1.6012
H: 5.2391 2.6427 3.5275
H: 5.7891 0.9542 3.4304
H: 4.1182 1.3460 3.8902
H: 1.4592 2.5438 0.8790
H: 0.7664 3.2282 -0.5646
H: 1.1497 4.6882 2.0732
H: -0.3514 4.3030 1.2489
H: 0.7465 5.5203 0.5646

Forces on atoms 1 to 2 (eV/Å):
-0.016 -0.521 0.152
1.403 -0.093 -0.067

Properties
- 2S+1: 1
- HOMO energy: -0.1538 Eh
- Net charge: -1
- E_tot: -2956.61429 a.u.

Here is what Löwdin gives for the atomic charges, in e: -0.2159, -0.2543, -0.5825, -0.1188, 1.1179, -0.4425, -0.2951, -0.1720, -0.1899, -0.0091, -0.1205, 0.0446, 0.0715, 0.0655, 0.0824, 0.0912, 0.0854, -0.1677, -0.1317, -0.0862, 0.0565, 0.0281, 0.0892, 0.0994, 0.1177, 0.0712, -0.0896, -0.0927, -0.2048, 0.7799, -0.2600, -0.2989, -0.0854, -0.2625, -0.2945, -0.0724, -0.2746, -0.2870, -0.0791, 0.1075, 0.1202, 0.0709, 0.0775, 0.0676, 0.0865, 0.1195, 0.0727, 0.0734, 0.0733, 0.1111, 0.1157, 0.0721, 0.0780, 0.0671, -0.2213, 0.7737, -0.2578, -0.3011, -0.0842, -0.2593, -0.3018, -0.0814, -0.2675, -0.2725, -0.0686, 0.1046, 0.1202, 0.0701, 0.0767, 0.0713, 0.1003, 0.1181, 0.0701, 0.0732, 0.0757, 0.1097, 0.1205, 0.0704, 0.0643, 0.0708